No. 1
BeFHMgNO3S2 as an isolated structure in a non-equilibrium geometry. Source: OMol25; level of theory: ωB97M-V/def2-TZVPD.

Last column: Mulliken spin population.
Element x y z (Å)
S 1.272502 0.119745 0.061969  0.0335
S -0.267829 1.882097 -1.561204  0.0123
Mg -1.013638 -1.318828 -0.099597  0.0141
F 2.634862 -0.202541 -0.751100  0.0027
O -2.787278 -1.721401 0.260352  -0.0027
O 0.999761 -1.149274 0.800921  0.0029
O 1.677309 1.314318 0.830877  0.0054
N 0.072183 0.288993 -0.896014  0.0310
Be 0.605528 2.472796 0.227217  0.9002
H -3.193404 -1.685909 1.126582  0.0005

Force components x, y, z for each atom (eV/Å):
S 0.37 -2.87 -0.81
S 0.65 0.31 0.88
Mg -0.46 0.34 0.32
F -1.35 0.31 0.83
O 1.06 0.08 -0.15
O 0.22 1.37 -0.77
O -0.90 0.07 -0.73
N 0.59 -0.82 0.55
Be -0.11 1.26 -0.07
H -0.05 -0.06 -0.05

E_LUMO (alpha / beta): -0.90 / -0.92 eV
HOMO (alpha / beta): -6.1 / -9.2 eV
Spin multiplicity: 2

---

No. 2
C10H10B3F16IO5 as an isolated structure in a non-equilibrium geometry. Source: OMol25; level of theory: ωB97M-V/def2-TZVPD.

Last column: Löwdin charge in e.
Element x y z (Å)
I -1.605031 -4.983173 2.797754  0.9676
F -2.860503 1.972223 0.448707  0.1357
F -3.915197 -0.052990 -1.246934  0.0990
F 4.505472 1.347364 2.008973  0.1030
F 4.282573 -0.698358 0.369587  0.1368
F -2.265924 0.376991 1.817331  0.1152
F 3.703667 -1.052858 -1.708083  0.1105
F -0.111722 1.306085 -3.314132  0.1396
F 2.602417 1.589855 0.309820  0.1002
F 5.118847 3.414325 2.374188  0.1048
F -2.620554 1.924821 -4.228033  0.1032
F 6.756621 3.284768 0.182730  0.1552
F 1.673702 -0.347909 -0.098069  0.0873
F 4.635411 3.128882 -0.240334  0.1547
F -1.685372 -0.049587 -2.686329  0.1623
F -3.256021 2.303768 -2.171036  0.1086
F -4.726920 0.081723 0.773944  0.0879
O -4.495280 -5.605158 2.020561  0.2475
O -0.795334 1.412658 -1.250185  0.0504
O 5.958362 1.328424 -0.346892  0.0564
O -5.408860 -3.818624 3.108474  0.2553
O -3.879241 -3.469312 1.419947  0.2254
C -2.195310 2.252338 -2.989542  -0.2918
C 2.545032 0.580108 -0.578677  -0.2917
C 5.479748 2.248475 1.799889  -0.2896
C -2.473099 0.681697 0.508981  -0.4361
C 3.907656 -0.088702 -0.771311  -0.4450
C -3.617686 -0.226604 0.057164  -0.2961
C -1.201638 1.187747 -2.524306  -0.5658
C 5.681211 2.488848 0.304121  -0.5683
C 5.065656 0.779375 -1.294628  -0.0374
C -1.110002 0.524714 -0.187805  -0.0420
B -4.964657 -3.039123 2.076230  -0.4181
B -5.569984 -5.085689 2.631980  -0.3948
B -3.539247 -4.664368 1.969974  -1.1433
H -5.598996 -2.087440 1.786560  0.1304
H 5.685199 0.100315 -1.871674  0.1490
H 6.406669 1.888438 2.247983  0.1763
H 2.158980 0.960011 -1.528538  0.1683
H -0.375572 0.767324 0.569016  0.1348
H -6.605710 -5.646672 2.691159  0.1283
H -3.368334 -1.276518 0.231877  0.1595
H -0.920614 -0.506912 -0.469831  0.1436
H -1.710627 3.229473 -3.013643  0.1761
H 4.710211 1.539249 -1.986968  0.1472

Force components x, y, z for each atom (eV/Å):
I -0.05 -0.01 -0.15
F -0.07 0.05 0.09
F 0.07 0.01 0.04
F -0.02 0.01 0.14
F -0.04 -0.15 0.01
F 0.05 -0.19 0.17
F -0.07 -0.07 -0.22
F 0.24 -0.03 -0.25
F -0.10 -0.08 -0.04
F -0.03 0.12 0.13
F -0.06 0.02 -0.15
F 0.24 0.29 -0.04
F 0.17 0.02 -0.05
F -0.11 0.21 -0.02
F -0.09 -0.19 -0.16
F -0.12 0.02 0.00
F 0.13 0.07 -0.01
O 0.37 -1.71 -0.38
O -0.27 0.27 0.50
O -0.16 -0.54 0.16
O -1.19 0.45 0.51
O 1.12 0.58 -0.86
C 0.03 0.16 -0.21
C -0.26 0.02 -0.18
C 0.09 0.08 0.20
C 0.12 0.50 -0.47
C 0.37 0.18 0.40
C -0.23 -0.26 0.09
C 0.02 -0.09 0.18
C -0.05 -0.09 -0.11
C 0.15 0.07 -0.47
C 0.28 -0.27 0.13
B -1.18 1.78 0.44
B -1.38 -0.72 0.82
B 2.01 -0.43 -0.41
H 0.28 0.26 -0.12
H 0.03 -0.14 -0.02
H 0.04 0.00 0.00
H 0.00 -0.02 0.00
H 0.02 0.09 0.19
H -0.02 -0.22 0.17
H 0.03 0.01 0.00
H -0.19 -0.14 -0.08
H 0.04 0.02 -0.01
H -0.21 0.07 0.04

E_LUMO: 0.29 eV
HOMO: -10.2 eV

---

No. 3
A 14-piece molecular cluster, C57H79BN11O14 overall in a non-equilibrium geometry. Source: OMol25; level of theory: ωB97M-V/def2-TZVPD.

Last column: Löwdin charge in e.
Element x y z (Å)
O -1.509764 1.650637 2.409699  0.1084
O -2.270883 0.074654 -4.187862  0.0857
O 0.884241 -1.419619 0.106492  0.2134
O 2.600500 -2.416042 -0.938217  0.1223
O 2.638462 0.200518 -2.387102  0.1204
O 1.054287 -2.989971 6.407694  0.1100
O -4.468447 0.236614 -4.883924  0.0917
O 0.285377 -3.047601 4.327994  0.0697
O -3.231935 0.352273 0.478136  0.1323
O -3.441154 1.818643 -3.680469  0.0933
O -1.311969 -0.552414 -0.301214  0.2446
O 0.790418 0.586668 -1.062490  0.1898
O 1.841996 -1.613687 4.736602  0.0787
O 0.078374 0.560287 1.270882  0.2302
N 1.171781 1.668610 5.681026  0.0731
N -0.245814 4.142608 -0.594633  0.1975
N 6.901553 -4.393095 -1.172085  0.1294
N 4.858446 -1.194242 -5.122577  0.1500
N -2.628938 -4.268120 2.029827  0.1818
N 1.921721 -5.303537 2.613454  0.0758
N -1.758936 5.360838 -4.392944  0.1535
N 6.076679 2.793361 -2.204274  0.0712
N -4.141703 -2.347882 5.772465  0.1436
N -5.854989 4.070256 -1.244589  0.1478
N -9.583803 -0.434567 -1.851465  0.1398
C 1.249649 3.188310 -3.452649  -0.1111
C 4.002326 -5.881909 -2.839061  -0.2623
C -5.003276 4.670256 2.324166  -0.0958
C -3.834517 4.965793 1.419157  -0.2712
C 3.703954 -4.279299 1.422985  -0.0901
C 4.434441 4.122922 -0.928107  -0.0661
C -0.260689 3.657602 5.815406  -0.0772
C -4.887971 4.017211 -0.578056  -0.2159
C -5.720020 -0.162845 -1.471528  -0.1048
C -2.516261 -4.020114 -0.557934  -0.1771
C -2.034330 0.146906 0.506303  -0.3812
C 1.818323 -1.485083 -0.814436  -0.3516
C -1.389954 0.895160 -3.421412  -0.1151
C -0.067721 2.261025 5.568587  -0.0970
C 3.568694 -6.504497 -1.549857  -0.0991
C -7.716220 -1.537281 -0.421124  -0.1857
C 3.755926 -1.462478 -5.189981  -0.2321
C -6.334949 -1.484428 -1.086423  -0.2534
C 1.063156 -2.556144 5.261192  -0.5791
C -5.194152 -0.496434 3.008568  -0.2293
C 0.088858 4.447558 0.484214  -0.1797
C -4.147877 -2.061676 4.662122  -0.2479
C 6.587096 5.084199 -1.471743  -0.0985
C 0.584103 4.814058 1.798269  -0.1768
C 4.886569 2.946123 -1.552272  -0.1329
C 5.978689 -4.513477 -1.897852  -0.2077
C 4.551095 -4.363450 2.541743  -0.0460
C 0.854943 5.556574 -4.341011  -0.1745
C -2.145685 2.147112 -3.237409  -0.1313
C 2.304929 2.885091 2.079723  -0.0718
C -3.460837 0.672729 -4.297688  -0.5800
C 2.413263 -4.754115 1.481912  -0.1636
C -0.623963 5.416521 -4.349979  -0.2238
C 2.237267 -4.273436 -5.884586  -0.0918
C 0.824952 4.398435 6.234590  -0.0970
C -3.669756 4.062038 0.225145  -0.2034
C -2.611777 -4.158593 0.892258  -0.2092
C 6.928890 3.910003 -2.126995  -0.1238
C 5.325084 5.204164 -0.878507  -0.0798
C -1.123042 -4.243999 -1.127769  -0.2519
C -4.196588 -1.710463 3.231766  -0.1749
C 2.719161 -5.357945 3.728485  -0.1417
C 1.824955 -0.137885 -1.537974  -0.3211
C 1.886284 -3.175185 -4.861135  -0.2499
C -4.840955 0.665076 3.912444  -0.1073
C 1.696970 -1.603828 3.363984  -0.1243
C 4.784643 -4.602750 -2.733963  -0.1976
C 2.315662 -1.796005 -5.320654  -0.1935
C 1.614372 4.653161 -3.342154  -0.2526
C -0.687344 -5.705202 -1.256997  -0.0788
C -8.746528 -0.886259 -1.206445  -0.2427
C 2.067191 4.440671 2.106617  -0.1993
C 2.215098 2.464391 5.969517  -0.1679
C 0.387670 -2.350568 3.126520  -0.1158
C -1.123021 0.904133 1.515617  -0.4003
C 4.001191 -4.880371 3.747721  -0.0735
C 2.109425 3.820857 6.199080  -0.0837
B 0.076019 -0.186413 -0.003573  -0.8821
H 4.180022 -3.800865 0.579856  0.0828
H 1.507891 4.945739 -2.297562  0.0777
H 7.280811 5.911145 -1.508068  0.0931
H 3.090677 -5.617773 -3.374998  0.0862
H 2.178646 2.647856 -3.271053  0.0594
H -3.161252 -1.486555 2.974770  0.0893
H -0.127444 4.311843 2.453704  0.1053
H 1.076286 6.621785 -4.274496  0.1113
H -4.920860 3.650671 2.700683  0.0548
H 4.417565 -6.635644 -3.508056  0.1136
H 1.733967 -4.748545 0.642312  0.0846
H 1.185684 5.283221 -5.343005  0.1146
H -6.298189 0.397291 -2.206419  0.0845
H -6.319120 -2.078138 -2.000399  0.1119
H 4.586728 -5.037052 4.641597  0.0975
H 2.766919 5.002924 1.488271  0.0853
H 2.277988 -3.165357 -3.843999  0.0882
H -4.883091 5.257784 3.234365  0.0719
H 0.394539 -3.065127 2.303448  0.1066
H -0.413905 -3.726973 -0.481297  0.0856
H -6.008655 4.792820 1.921300  0.0803
H -5.223541 -0.202737 1.959294  0.0753
H 0.652708 5.438571 6.468772  0.0967
H 0.385120 5.863499 2.015501  0.1198
H 1.537571 -0.627067 2.907211  0.1149
H -7.670725 -0.975784 0.512014  0.1088
H -2.756483 -2.960471 -0.644844  0.1029
H 5.042753 -4.325203 -3.755949  0.1146
H 0.545019 2.911575 -2.668419  0.0385
H -6.194765 -0.871521 3.223487  0.1026
H -5.265501 1.641243 3.678003  0.0533
H -0.929733 -6.281069 -0.363846  0.0839
H -3.408110 3.061924 0.570714  0.1021
H 5.129283 6.096581 -0.302626  0.0960
H -2.212801 2.423854 -2.185266  0.1256
H -3.769043 0.852231 3.976240  0.0671
H -0.970152 1.721442 5.321871  0.0920
H 2.645778 -1.975876 2.977416  0.1286
H 0.962179 2.792370 -4.426662  0.0824
H 2.089604 2.496842 1.084244  0.0545
H -1.208845 0.474853 -2.432153  0.1115
H 2.161122 4.817991 3.124900  0.0891
H -0.505450 -1.735532 3.016280  0.1239
H 4.349564 -6.481785 -0.789715  0.0734
H -1.745148 2.962367 -3.839940  0.0943
H 2.974515 4.428556 6.419827  0.0945
H -5.223288 0.454302 4.911188  0.0722
H 1.868029 -1.561223 -6.286369  0.1216
H -4.751831 -0.302725 -1.952305  0.0639
H 3.161526 1.986776 5.763199  0.1033
H -5.578901 0.479097 -0.601990  0.0597
H 1.995324 -5.293917 -5.587641  0.0618
H 4.172810 -3.775336 -2.374591  0.0956
H 1.523071 2.386426 2.652555  0.0552
H 2.682084 -5.981401 -1.191532  0.0492
H 3.491706 4.087807 -0.402358  0.0717
H -8.083349 -2.490436 -0.040589  0.1184
H 2.646032 4.851398 -3.632808  0.1014
H -2.879910 4.931298 1.944166  0.0978
H 3.295079 -4.297130 -6.146449  0.0732
H 2.309028 -5.638282 4.687437  0.1070
H -5.640993 -1.939750 -0.379869  0.0934
H -4.499615 -2.596153 2.673353  0.0856
H -1.242090 4.108387 5.821073  0.0956
H -3.292322 -4.488563 -1.163231  0.1261
H 7.848091 3.860597 -2.691831  0.0921
H -1.004434 -3.624617 -2.016808  0.1112
H -3.869435 6.010242 1.109306  0.1118
H 3.356893 -7.573223 -1.582384  0.0779
H 1.975044 -1.023416 -4.631322  0.0938
H 0.377879 -5.751574 -1.483412  0.0502
H 4.255863 2.077518 -1.671200  0.0822
H -2.861649 4.427998 -0.408205  0.0908
H 5.574699 -4.031758 2.448861  0.1008
H 1.636346 -4.115368 -6.780132  0.0733
H -1.195777 -6.116223 -2.129149  0.0713
H 3.294244 2.576798 2.417823  0.0779
H 0.809123 -3.160110 -4.694984  0.1070
H -0.488320 1.193520 -3.956346  0.1154

Force components x, y, z for each atom (eV/Å):
O 0.58 -1.11 -1.57
O 0.60 -0.93 -0.48
O -0.49 -0.24 0.26
O -1.27 1.45 -0.40
O -1.74 -0.48 1.60
O 0.50 1.38 -2.08
O 3.25 0.75 1.62
O -1.60 -1.59 0.18
O 1.22 -0.88 -0.20
O -1.12 1.47 0.35
O 0.89 -0.26 -0.67
O 0.45 -0.53 -0.26
O 0.48 0.91 1.96
O 1.92 -0.50 -0.97
N -2.32 0.94 -0.43
N 0.53 0.55 2.33
N -2.80 -0.42 -2.24
N 1.47 0.34 0.23
N -0.05 0.08 0.73
N 0.58 0.09 0.65
N -1.44 -0.14 -0.02
N 0.45 2.79 1.27
N 0.00 0.05 0.21
N 2.54 -0.23 1.89
N 0.15 0.05 0.13
C 1.04 -0.55 0.35
C -0.83 -0.85 -0.57
C 0.39 -0.59 1.06
C 0.34 1.02 0.00
C 1.89 0.53 0.65
C 1.41 -0.26 0.03
C 0.58 -1.67 0.47
C -2.61 0.16 -2.08
C -0.45 1.04 0.04
C -0.17 1.28 -0.24
C -2.97 2.46 1.25
C 1.49 -1.40 0.76
C 0.65 -0.19 0.39
C 1.66 1.45 0.83
C 0.05 -0.38 1.10
C 0.27 1.14 0.69
C -1.72 -1.22 -1.20
C 0.51 -1.02 -0.21
C -0.06 -1.40 2.74
C 0.61 -0.77 -0.22
C -0.22 -0.42 -2.84
C -0.25 -0.18 -0.44
C -0.44 -0.46 -0.43
C -0.03 -0.21 0.30
C 1.17 0.15 -1.35
C 2.84 -0.14 2.30
C -1.60 -0.59 0.60
C -0.76 -0.22 -0.04
C -0.46 1.42 0.57
C -0.85 1.06 -0.36
C -3.32 -1.53 -1.98
C -0.27 -0.88 1.65
C 2.07 0.31 0.17
C 0.01 -0.06 0.53
C 0.55 -0.19 -0.74
C -0.12 -0.22 -0.30
C 0.01 -1.05 -0.86
C -2.16 -1.59 -0.18
C 0.12 -0.76 0.25
C 0.88 0.41 0.84
C -0.69 0.80 0.35
C -1.09 0.96 -1.47
C 0.75 1.01 -1.58
C 0.06 0.19 0.26
C -0.13 0.44 0.71
C -0.19 0.91 -2.26
C 0.28 0.90 -0.59
C 0.16 1.26 0.32
C -0.27 0.85 -0.83
C -0.36 0.68 -0.82
C -0.64 -0.18 -0.52
C -0.87 -0.99 0.55
C -0.68 -0.24 -1.38
C 0.56 -0.65 -0.67
C -2.65 1.28 2.17
C 1.40 0.07 -1.45
C -0.85 0.55 0.70
B 1.89 -0.84 -0.32
H -0.54 -0.14 -0.50
H -0.17 0.28 -0.16
H 0.02 0.09 0.21
H -0.10 0.23 -0.13
H -0.11 -0.34 0.38
H -0.08 0.24 -0.36
H 0.32 -0.41 0.51
H 0.07 0.00 0.39
H -0.11 -0.27 -0.19
H 0.75 0.17 0.11
H 0.02 0.16 -0.16
H -0.03 -0.15 -0.10
H -0.28 -0.05 0.04
H -0.23 -0.40 0.11
H 0.15 0.33 0.07
H -0.12 -0.09 -0.15
H 0.40 -1.23 0.07
H -0.31 0.33 -0.04
H 0.16 0.07 0.07
H 0.02 -0.06 0.47
H 0.24 0.20 -0.27
H 0.41 -0.12 -0.06
H 0.32 0.16 0.13
H 0.18 0.19 -0.42
H 0.41 0.48 0.68
H 0.18 0.37 0.14
H 0.09 0.34 -0.46
H 0.32 0.26 0.00
H -0.08 -0.06 -0.24
H -0.08 0.03 0.18
H -0.30 -0.20 -0.54
H 0.12 0.02 -0.04
H -0.06 -0.19 -0.11
H -0.38 0.14 -0.11
H 0.06 0.34 -0.11
H 0.12 -0.24 -0.06
H 0.38 -0.73 -0.15
H -0.38 -0.64 -0.58
H -0.38 0.53 -0.20
H 0.45 0.07 -0.31
H 0.29 -0.56 -0.57
H 0.43 -0.13 0.12
H 0.15 0.45 0.01
H 0.05 0.46 0.14
H -0.29 0.11 0.20
H 0.13 -0.07 0.00
H 0.30 -0.07 0.21
H 0.59 0.18 -0.24
H 0.05 -0.24 0.25
H 0.34 -0.03 0.65
H 0.08 0.07 -0.02
H -0.12 0.09 0.45
H -0.37 -0.04 0.09
H 0.18 0.11 0.52
H 0.12 -0.11 0.37
H -0.12 0.25 -0.14
H 0.29 -0.40 -0.68
H 0.24 -0.34 0.25
H -0.05 -0.30 0.45
H 0.03 0.26 -0.07
H -0.56 -0.52 -0.22
H 0.04 -0.33 0.03
H 0.05 0.08 0.02
H -0.15 -0.16 -0.24
H -0.09 -0.52 0.52
H 0.14 -0.30 0.09
H -0.29 -0.54 -0.55
H -0.25 0.10 -0.34
H -0.34 0.03 -0.54
H -0.90 -0.09 0.16
H 0.04 -0.11 0.23
H -0.27 -0.08 0.31
H 0.05 -0.11 -0.07
H 0.04 0.05 0.15
H 0.18 0.23 -0.15
H -0.11 -0.41 0.11
H -0.09 0.14 -0.06
H -0.14 0.07 -0.26
H 0.17 -1.06 -0.04

E_LUMO: 1.51 eV
HOMO: -8.0 eV
Charge: -1
Energy above the lowest of the compared OMol25 structures with the same formula, charge and spin: 303.9 kJ/mol